# 1
Entry from OMol25: C4H8O2 in the gas phase (wB97M-V/def2-TZVPD).

Results
Calculated total energy, eV: -8371.002
Molecular weight, g/mol: 88.106
Energy relative to the best compared isomer or geometry (same formula, charge and spin), kcal per mole: 52.6
Orbital gap, eV: 10.6527
SMILES: CO[C@@H]1CCO1

Geometry (Å):
1 C 1.06 1.79 -0.16
2 O -0.29 1.37 -0.23
3 C -0.54 0.05 -0.64
4 C -1.22 -0.79 0.45
5 C 0.06 -1.64 0.38
6 O 0.59 -0.81 -0.67
7 H 1.44 2.17 -1.12
8 H 1.69 0.96 0.17
9 H 1.11 2.60 0.57
10 H -1.03 0.08 -1.63
11 H -1.35 -0.21 1.37
12 H -2.14 -1.30 0.19
13 H 0.70 -1.62 1.28
14 H -0.07 -2.67 0.05

Atomic partial charges in e from the natural (NBO) method, atoms 1 to 8: -0.256, -0.553, 0.394, -0.472, -0.059, -0.534, 0.167, 0.190

---

# 2
Entry from OMol25: 2 unconnected molecules or ions with the total composition C4H8O2 (wB97M-V/def2-TZVPD).

Results
Calculated total energy, eV: -8370.118
Molecular weight, g/mol: 88.106
Energy relative to the best compared isomer or geometry (same formula, charge and spin), kcal per mole: 73.0
Orbital gap, eV: 9.7254
SMILES: O=CC/C=C/O.[H][H]

Geometry (Å):
1 O 1.04 1.76 0.87
2 C -0.01 1.23 1.15
3 C -0.17 -0.24 1.46
4 C -0.69 -0.63 0.10
5 C 0.08 -1.05 -0.91
6 O -0.28 -1.11 -2.21
7 H -0.97 1.77 1.04
8 H 0.80 -0.69 1.71
9 H -0.89 -0.43 2.26
10 H -1.71 -0.32 -0.12
11 H 1.10 -1.40 -0.76
12 H -1.11 -0.62 -2.32
13 H 1.34 0.63 -1.41
14 H 1.47 1.12 -0.86

Atomic partial charges in e from the natural (NBO) method, atoms 1 to 8: -0.541, 0.448, -0.520, -0.344, 0.194, -0.667, 0.106, 0.233

---

# 3
Entry from OMol25: C4H8O2 in the gas phase at a distorted geometry (wB97M-V/def2-TZVPD).

Results
Calculated total energy, eV: -8368.785
Molecular weight, g/mol: 88.106
Energy relative to the best compared isomer or geometry (same formula, charge and spin), kcal per mole: 103.7
Orbital gap, eV: 10.3793
SMILES: C=C(C)COO

Geometry (Å):
1 C 0.75 -1.26 0.60
2 C 0.59 -0.03 0.12
3 C 1.74 0.84 -0.30
4 C -0.75 0.56 -0.06
5 O -1.68 -0.64 0.00
6 O -3.05 -0.27 -0.17
7 H -0.04 -1.83 1.07
8 H 1.70 -1.76 0.56
9 H 1.85 1.69 0.37
10 H 1.59 1.23 -1.31
11 H 2.67 0.27 -0.30
12 H -1.02 1.23 0.76
13 H -0.87 1.08 -1.02
14 H -3.49 -1.12 -0.32

Atomic partial charges in e from the natural (NBO) method, atoms 1 to 8: -0.379, -0.025, -0.635, -0.104, -0.308, -0.466, 0.215, 0.191

---

# 4
Entry from OMol25: 2 unconnected molecules or ions with the total composition C4H8O2 (wB97M-V/def2-TZVPD).

Results
Calculated total energy, eV: -8371.572
Molecular weight, g/mol: 88.106
Energy relative to the best compared isomer or geometry (same formula, charge and spin), kcal per mole: 39.4
Orbital gap, eV: 10.6488
SMILES: CC=O.CC=O

Geometry (Å):
1 C -2.10 -0.42 0.46
2 C -0.73 -1.01 0.32
3 O 0.11 -0.92 1.19
4 H -2.70 -1.17 0.98
5 H -2.56 -0.20 -0.51
6 H -2.06 0.49 1.07
7 H -0.53 -1.58 -0.61
8 C 2.00 0.27 -0.30
9 C 0.82 1.16 -0.48
10 O -0.15 0.89 -1.15
11 H 2.61 0.73 -1.09
12 H 2.50 0.39 0.67
13 H 1.83 -0.78 -0.52
14 H 0.94 2.16 -0.04

Atomic partial charges in e from the natural (NBO) method, atoms 1 to 8: -0.720, 0.459, -0.580, 0.236, 0.233, 0.234, 0.117, -0.713

---

# 5
Entry from OMol25: C4H8O2 in the gas phase (wB97M-V/def2-TZVPD).

Results
Calculated total energy, eV: -8370.381
Molecular weight, g/mol: 88.106
Energy relative to the best compared isomer or geometry (same formula, charge and spin), kcal per mole: 66.9
Orbital gap, eV: 9.9825

Geometry (Å):
1 C 1.75 1.68 0.55
2 C 0.97 0.39 0.62
3 O -0.41 0.71 0.89
4 C -1.42 0.02 0.39
5 O -0.92 -1.00 -0.30
6 C -1.88 -1.71 -1.07
7 H 1.48 2.25 -0.34
8 H 1.56 2.30 1.43
9 H 2.82 1.46 0.51
10 H 1.05 -0.17 -0.31
11 H 1.32 -0.25 1.44
12 H -2.83 -1.78 -0.53
13 H -1.46 -2.70 -1.25
14 H -2.03 -1.20 -2.02

Atomic partial charges in e from the natural (NBO) method, atoms 1 to 8: -0.625, -0.098, -0.517, 0.435, -0.550, -0.252, 0.212, 0.218

---

# 6
Entry from OMol25: 2 unconnected molecules or ions with the total composition C4H8O2 at a distorted geometry (wB97M-V/def2-TZVPD).

Results
Calculated total energy, eV: -8369.036
Molecular weight, g/mol: 88.106
Energy relative to the best compared isomer or geometry (same formula, charge and spin), kcal per mole: 97.9
Orbital gap, eV: 9.4845
SMILES: C=C1C[C@H]1O.O

Geometry (Å):
1 C 0.86 -0.09 -0.92
2 C 0.12 0.21 0.15
3 C -0.89 1.25 0.41
4 C -1.20 -0.25 0.53
5 O -1.87 -0.90 -0.52
6 H 0.88 -1.10 -1.32
7 H 1.40 0.66 -1.49
8 H -1.26 1.73 -0.50
9 H -0.90 1.86 1.30
10 H -1.44 -0.63 1.52
11 H -2.80 -0.68 -0.45
12 O 2.64 -0.45 0.27
13 H 2.61 -1.42 0.24
14 H 1.84 -0.19 0.79

Atomic partial charges in e from the natural (NBO) method, atoms 1 to 8: -0.189, -0.254, -0.444, 0.069, -0.708, 0.197, 0.205, 0.213

---

# 7
Entry from OMol25: C4H8O2 in the gas phase (wB97M-V/def2-TZVPD).

Results
Calculated total energy, eV: -8372.457
Molecular weight, g/mol: 88.106
Energy relative to the best compared isomer or geometry (same formula, charge and spin), kcal per mole: 19.0
Orbital gap, eV: 10.5511
SMILES: CC(=O)[C@@H](C)O

Geometry (Å):
1 C -1.98 0.04 0.55
2 C -0.77 0.20 -0.33
3 O -0.85 0.55 -1.49
4 C 0.61 -0.01 0.31
5 C 1.59 -0.69 -0.63
6 O 1.07 1.27 0.71
7 H -2.10 -1.01 0.85
8 H -2.88 0.36 0.02
9 H -1.85 0.62 1.46
10 H 0.50 -0.58 1.24
11 H 1.28 -1.72 -0.86
12 H 2.58 -0.71 -0.16
13 H 1.64 -0.13 -1.56
14 H 1.17 1.79 -0.10

Atomic partial charges in e from the natural (NBO) method, atoms 1 to 8: -0.724, 0.581, -0.544, 0.001, -0.636, -0.699, 0.234, 0.236

---

# 8
Entry from OMol25: 2 unconnected molecules or ions with the total composition C4H8O2 at a distorted geometry (wB97M-V/def2-TZVPD).

Results
Calculated total energy, eV: -8370.861
Molecular weight, g/mol: 88.106
Energy relative to the best compared isomer or geometry (same formula, charge and spin), kcal per mole: 55.8
Orbital gap, eV: 9.2762
SMILES: C/C=C/O.C=O

Geometry (Å):
1 C -1.84 -1.01 0.14
2 C -0.95 0.13 -0.26
3 C -0.45 1.01 0.59
4 O 0.53 1.93 0.31
5 H -1.34 -1.96 -0.10
6 H -2.02 -1.00 1.22
7 H -2.80 -0.99 -0.39
8 H -0.61 0.15 -1.30
9 H -0.73 1.07 1.64
10 H 0.86 1.74 -0.57
11 C 2.35 -0.27 -0.31
12 O 1.55 -1.18 -0.22
13 H 2.60 0.20 -1.29
14 H 2.86 0.17 0.55

Atomic partial charges in e from the natural (NBO) method, atoms 1 to 8: -0.628, -0.279, 0.128, -0.682, 0.221, 0.210, 0.209, 0.189

---

# 9
Entry from OMol25: C4H8O2 in the gas phase (wB97M-V/def2-TZVPD).

Results
Calculated total energy, eV: -8369.042
Molecular weight, g/mol: 88.106
Energy relative to the best compared isomer or geometry (same formula, charge and spin), kcal per mole: 97.8
Orbital gap, eV: 9.1226

Geometry (Å):
1 C -0.92 -1.46 -0.25
2 C -0.50 -0.01 -0.27
3 O -1.04 0.62 0.92
4 C -0.68 1.85 1.15
5 C 1.04 0.01 -0.14
6 O 1.73 1.24 -0.19
7 H -0.59 -1.91 0.69
8 H -0.42 -1.99 -1.07
9 H -2.00 -1.60 -0.34
10 H -0.86 0.54 -1.15
11 H -0.25 2.21 0.17
12 H 1.40 -0.56 -1.00
13 H 1.28 -0.54 0.78
14 H 1.82 1.61 0.70

Atomic partial charges in e from the natural (NBO) method, atoms 1 to 8: -0.631, 0.046, -0.479, 0.094, -0.090, -0.705, 0.220, 0.220

---

# 10
Entry from OMol25: 2 unconnected molecules or ions with the total composition C4H8O2 (wB97M-V/def2-TZVPD).

Results
Calculated total energy, eV: -8370.241
Molecular weight, g/mol: 88.106
Energy relative to the best compared isomer or geometry (same formula, charge and spin), kcal per mole: 70.1
Orbital gap, eV: 9.9775
SMILES: C1=COCOC1.[H][H]

Geometry (Å):
1 C -0.10 -0.25 -0.69
2 C -0.84 0.59 0.03
3 O -0.61 0.74 1.36
4 C 0.72 0.34 1.64
5 O 0.91 -1.02 1.38
6 C 0.68 -1.33 0.01
7 H -0.07 -0.23 -1.77
8 H -1.65 1.22 -0.32
9 H 0.91 0.51 2.70
10 H 1.39 0.95 1.00
11 H 0.06 -2.24 0.00
12 H 1.62 -1.56 -0.50
13 H -1.57 0.79 -2.49
14 H -1.45 1.51 -2.36

Atomic partial charges in e from the natural (NBO) method, atoms 1 to 8: -0.360, 0.138, -0.499, 0.210, -0.523, -0.099, 0.229, 0.200

---

# 11
Entry from OMol25: 2 unconnected molecules or ions with the total composition C4H8O2 at a distorted geometry (wB97M-V/def2-TZVPD).

Results
Calculated total energy, eV: -8372.265
Molecular weight, g/mol: 88.106
Energy relative to the best compared isomer or geometry (same formula, charge and spin), kcal per mole: 23.4
Orbital gap, eV: 11.4119

Geometry (Å):
1 C -1.20 0.20 1.15
2 C -0.12 -0.08 0.12
3 C 1.20 -0.50 0.75
4 O 0.17 1.10 -0.63
5 C -0.02 0.28 -3.18
6 O 0.87 -0.39 -3.38
7 H -1.41 -0.69 1.75
8 H -0.88 1.01 1.81
9 H -2.14 0.51 0.67
10 H -0.46 -0.87 -0.56
11 H 1.94 -0.70 -0.02
12 H 1.06 -1.40 1.36
13 H 1.57 0.31 1.39
14 H -0.57 1.24 -1.23

Atomic partial charges in e from the natural (NBO) method, atoms 1 to 8: -0.629, 0.092, -0.621, -0.726, 0.490, -0.493, 0.209, 0.213

---

# 12
Entry from OMol25: C4H8O2 in the gas phase (wB97M-V/def2-TZVPD).

Results
Calculated total energy, eV: -8368.610
Molecular weight, g/mol: 88.106
Energy relative to the best compared isomer or geometry (same formula, charge and spin), kcal per mole: 107.7
Orbital gap, eV: 8.4736

Geometry (Å):
1 O 0.78 1.25 0.45
2 C 1.32 -0.08 0.43
3 C 0.38 -1.03 -0.35
4 C -0.89 -0.24 -0.70
5 C -1.27 0.61 0.44
6 O -0.61 0.85 -1.48
7 H 0.49 1.41 -0.51
8 H 2.32 -0.05 -0.02
9 H 1.42 -0.38 1.47
10 H 0.83 -1.36 -1.30
11 H 0.15 -1.93 0.24
12 H -1.70 -0.90 -1.07
13 H -0.98 0.50 1.48
14 H -2.03 1.36 0.22

Atomic partial charges in e from the natural (NBO) method, atoms 1 to 8: -0.677, -0.086, -0.449, -0.007, 0.041, -0.737, 0.515, 0.193